[1]
# C3H6O2

A 2-piece molecular cluster, C3H6O2 overall (ωB97M-V/def2-TZVPD, the OMol25 dataset).

## Properties
lowest unoccupied orbital energy: 0.7 eV
calculated total energy: -268.31268 hartree
SMILES: C=CO.C=O
relative energy (zero: lowest compared OMol25 entry of this formula, charge and spin): 2.518 eV

Geometry as XYZ:
```
11
C3H6O2 | the OMol25 dataset | ωB97M-V/def2-TZVPD
C -1.895 0.903 -0.990
C -1.139 0.451 -0.002
O -0.461 1.267 0.845
H -2.267 0.302 -1.806
H -2.143 1.951 -1.120
H -1.052 -0.606 0.208
H -0.415 0.926 1.767
C 2.363 -1.303 0.292
O 1.219 -1.371 -0.061
H 2.953 -2.203 0.531
H 2.836 -0.317 0.336
```

[2]
# C29H34BaCl3FI2N4O3

C29H34BaCl3FI2N4O3 as an isolated structure (ωB97M-V/def2-TZVPD, the OMol25 dataset).

## Properties
lowest unoccupied orbital energy: -4.7 eV
calculated total energy: -3671.16718 hartree
charge: +2
relative energy (zero: lowest compared OMol25 entry of this formula, charge and spin): 0.862 eV

Geometry as XYZ:
```
77
C29H34BaCl3FI2N4O3 | the OMol25 dataset | ωB97M-V/def2-TZVPD
Ba 1.171 -1.470 2.043
C 0.986 -6.720 5.543
C 0.255 -5.408 5.245
C -1.113 -5.397 5.916
C 0.208 -5.175 3.749
C -0.950 -5.314 2.987
C -0.936 -5.121 1.610
C 0.237 -4.798 0.932
C 0.267 -4.657 -0.565
C 1.401 -4.663 1.694
C 1.380 -4.840 3.073
H 1.059 -6.883 6.619
H 1.995 -6.724 5.129
H 0.446 -7.564 5.110
H 0.847 -4.588 5.672
H -1.710 -6.261 5.617
H -1.679 -4.494 5.680
H -0.998 -5.447 6.998
H -1.881 -5.589 3.468
H -1.852 -5.248 1.044
H -0.741 -4.574 -0.969
H 0.734 -5.533 -1.018
H 0.843 -3.785 -0.877
H 2.334 -4.411 1.197
H 2.299 -4.717 3.638
I -0.583 1.040 4.278
C -2.357 -0.090 3.952
I -2.064 -2.120 3.393
H -2.917 0.402 3.167
H -2.912 -0.083 4.882
C 1.776 1.694 -5.343
C 2.347 2.404 -4.127
N 1.702 1.984 -2.877
C 2.310 1.033 -2.124
C 1.792 0.519 -0.984
C 2.452 -0.558 -0.167
O 2.062 -1.738 -0.348
O 3.053 -0.211 0.878
C 0.501 0.941 -0.517
O -0.055 0.466 0.497
C -0.130 1.980 -1.322
C -1.381 2.474 -0.935
C -2.015 3.412 -1.693
F -3.242 3.828 -1.319
C -1.440 3.930 -2.869
C -0.199 3.450 -3.245
C 0.470 2.466 -2.496
N -2.066 4.909 -3.677
C -2.296 4.614 -5.083
C -1.938 5.863 -5.900
N -2.121 7.064 -5.005
C -3.349 6.913 -4.157
C -3.102 5.785 -3.142
H 2.271 2.042 -6.248
H 0.705 1.869 -5.447
H 1.930 0.618 -5.268
H 2.272 3.489 -4.210
H 3.409 2.188 -4.021
H 3.271 0.703 -2.496
H -1.842 2.078 -0.042
H 0.258 3.862 -4.132
H -3.340 4.327 -5.260
H -1.680 3.779 -5.404
H -2.585 6.001 -6.764
H -0.899 5.868 -6.224
H -2.162 7.919 -5.559
H -1.310 7.128 -4.387
H -4.162 6.685 -4.843
H -3.558 7.863 -3.672
H -4.055 5.281 -2.965
H -2.762 6.197 -2.193
Cl 5.376 -3.357 6.057
C 4.542 -1.810 6.230
Cl 5.611 -0.465 5.832
Cl 3.881 -1.631 7.865
C 3.418 -1.800 5.297
N 2.510 -1.824 4.599
```

Please write out number 2 again, unchanged.
# C29H34BaCl3FI2N4O3

C29H34BaCl3FI2N4O3 as an isolated structure (ωB97M-V/def2-TZVPD, the OMol25 dataset).

## Properties
lowest unoccupied orbital energy: -4.7 eV
calculated total energy: -3671.16718 hartree
charge: +2
relative energy (zero: lowest compared OMol25 entry of this formula, charge and spin): 0.862 eV

Geometry as XYZ:
```
77
C29H34BaCl3FI2N4O3 | the OMol25 dataset | ωB97M-V/def2-TZVPD
Ba 1.171 -1.470 2.043
C 0.986 -6.720 5.543
C 0.255 -5.408 5.245
C -1.113 -5.397 5.916
C 0.208 -5.175 3.749
C -0.950 -5.314 2.987
C -0.936 -5.121 1.610
C 0.237 -4.798 0.932
C 0.267 -4.657 -0.565
C 1.401 -4.663 1.694
C 1.380 -4.840 3.073
H 1.059 -6.883 6.619
H 1.995 -6.724 5.129
H 0.446 -7.564 5.110
H 0.847 -4.588 5.672
H -1.710 -6.261 5.617
H -1.679 -4.494 5.680
H -0.998 -5.447 6.998
H -1.881 -5.589 3.468
H -1.852 -5.248 1.044
H -0.741 -4.574 -0.969
H 0.734 -5.533 -1.018
H 0.843 -3.785 -0.877
H 2.334 -4.411 1.197
H 2.299 -4.717 3.638
I -0.583 1.040 4.278
C -2.357 -0.090 3.952
I -2.064 -2.120 3.393
H -2.917 0.402 3.167
H -2.912 -0.083 4.882
C 1.776 1.694 -5.343
C 2.347 2.404 -4.127
N 1.702 1.984 -2.877
C 2.310 1.033 -2.124
C 1.792 0.519 -0.984
C 2.452 -0.558 -0.167
O 2.062 -1.738 -0.348
O 3.053 -0.211 0.878
C 0.501 0.941 -0.517
O -0.055 0.466 0.497
C -0.130 1.980 -1.322
C -1.381 2.474 -0.935
C -2.015 3.412 -1.693
F -3.242 3.828 -1.319
C -1.440 3.930 -2.869
C -0.199 3.450 -3.245
C 0.470 2.466 -2.496
N -2.066 4.909 -3.677
C -2.296 4.614 -5.083
C -1.938 5.863 -5.900
N -2.121 7.064 -5.005
C -3.349 6.913 -4.157
C -3.102 5.785 -3.142
H 2.271 2.042 -6.248
H 0.705 1.869 -5.447
H 1.930 0.618 -5.268
H 2.272 3.489 -4.210
H 3.409 2.188 -4.021
H 3.271 0.703 -2.496
H -1.842 2.078 -0.042
H 0.258 3.862 -4.132
H -3.340 4.327 -5.260
H -1.680 3.779 -5.404
H -2.585 6.001 -6.764
H -0.899 5.868 -6.224
H -2.162 7.919 -5.559
H -1.310 7.128 -4.387
H -4.162 6.685 -4.843
H -3.558 7.863 -3.672
H -4.055 5.281 -2.965
H -2.762 6.197 -2.193
Cl 5.376 -3.357 6.057
C 4.542 -1.810 6.230
Cl 5.611 -0.465 5.832
Cl 3.881 -1.631 7.865
C 3.418 -1.800 5.297
N 2.510 -1.824 4.599
```